# C59H48FN2O2P2S2Tl

C59H48FN2O2P2S2Tl as an isolated structure at a distorted geometry (wB97M-V/def2-TZVPD, the Open Molecules 2025 dataset).

The geometry in XYZ format:
```
117
Properties=species:S:1:pos:R:3:forces:R:3
Tl -1.00209 -1.34731 0.51348 -0.1 0.0 0.3
C -1.05651 -3.19396 -2.58302 -0.1 0.1 0.2
C 0.24179 -2.91771 -1.88439 0.2 0.0 0.0
N 0.43131 -3.51521 -0.76849 -0.8 -0.2 0.2
N 1.66316 -3.64607 -0.24043 0.8 -0.1 -0.3
C 1.95997 -3.40574 0.97809 0.0 0.2 -0.2
S 1.20253 -2.45277 2.17711 -0.2 0.0 0.0
S 3.51980 -4.11908 1.50623 0.2 0.0 -0.1
C 3.92794 -5.24888 0.11299 -0.2 0.4 0.4
C 3.16668 -6.53360 0.21799 0.0 0.0 -0.1
C 3.58130 -7.52497 1.10470 -0.1 0.1 -0.1
C 2.84903 -8.69122 1.24950 0.1 0.0 0.0
C 1.69325 -8.88261 0.50651 -0.1 -0.1 0.0
C 1.27263 -7.90071 -0.37722 0.0 0.0 0.0
C 2.01039 -6.73713 -0.52995 0.1 0.0 0.0
C 1.19681 -2.01201 -2.56760 0.3 -0.2 -0.1
C 1.93238 -2.48264 -3.64289 -0.1 0.0 0.1
C 2.82865 -1.67121 -4.32481 0.1 -0.1 -0.3
C 2.94806 -0.34656 -3.92611 0.0 0.1 0.0
C 2.21018 0.14888 -2.86981 0.1 0.1 -0.1
C 1.32599 -0.66243 -2.11817 -0.6 0.2 0.8
O 0.66216 -0.20086 -1.09896 0.4 -0.3 -0.7
H -1.67722 -3.83046 -1.95730 0.0 0.0 0.0
H -0.86125 -3.68873 -3.54025 0.1 0.0 0.0
H -1.57906 -2.26237 -2.79189 -0.1 0.0 0.0
H 5.00235 -5.41626 0.19878 0.0 0.0 -0.1
H 3.68709 -4.70020 -0.79524 0.1 -0.1 -0.1
H 4.47505 -7.35666 1.69413 0.0 0.0 0.1
H 3.17337 -9.44825 1.95310 0.0 0.0 0.0
H 1.11648 -9.79117 0.62521 0.0 0.0 0.0
H 0.35875 -8.03425 -0.94147 0.0 0.0 0.0
H 1.68476 -5.95889 -1.20506 -0.1 0.0 0.0
H 1.81300 -3.52199 -3.93391 0.0 0.0 0.0
H 3.41313 -2.06164 -5.14961 0.0 0.0 0.0
H 3.63474 0.31284 -4.44835 0.0 0.0 0.0
H 2.30704 1.18684 -2.58279 0.0 0.1 0.1
O -1.02924 4.24904 0.92642 0.5 0.1 0.3
C -1.68513 4.58880 -0.22688 -0.6 -0.5 -1.0
C -1.80214 5.92232 -0.60994 0.1 0.1 -0.1
C -2.47073 6.27029 -1.77046 0.0 0.1 0.1
C -3.01245 5.29102 -2.57363 -0.2 0.1 -0.3
C -2.89948 3.96242 -2.21151 0.3 0.0 0.3
C -2.25826 3.55785 -1.03748 0.4 0.6 0.6
P -2.11334 1.73616 -0.60750 -0.2 0.5 -0.1
C -3.90786 1.43504 -0.24619 0.0 0.1 0.2
C -4.98037 1.87193 -1.02541 0.0 -0.2 0.0
C -6.28351 1.72962 -0.58020 -0.2 0.0 -0.1
C -6.55087 1.17104 0.66207 0.2 0.0 0.1
C -5.49688 0.72176 1.44322 -0.2 0.0 0.0
C -4.19573 0.84120 0.98307 0.3 0.0 -0.1
C -1.96514 1.16772 -2.34170 0.1 -0.1 0.0
C -0.96425 1.76090 -3.11411 0.0 -0.2 0.0
C -0.73695 1.35261 -4.41392 0.0 0.1 0.0
C -1.51812 0.34822 -4.97053 -0.1 0.0 0.0
C -2.49564 -0.26191 -4.20342 -0.1 0.0 -0.2
C -2.71645 0.13639 -2.89044 0.0 0.1 0.1
C -0.02652 5.11517 1.39182 -0.1 0.0 0.1
C -0.36855 6.31918 1.99606 -0.1 -0.1 0.3
C 0.61785 7.12068 2.54787 -0.2 0.0 0.0
C 1.94067 6.72081 2.48575 0.2 0.0 0.1
C 2.27627 5.52229 1.88018 0.0 0.0 -0.1
C 1.30442 4.69310 1.32537 -0.7 0.1 -0.7
P 1.53304 2.96962 0.61972 0.2 0.4 1.0
C 3.35311 3.05878 0.38500 -0.1 -0.1 -0.2
C 3.88231 4.11077 -0.36124 0.0 0.0 -0.1
C 5.24086 4.18171 -0.62629 0.0 0.0 0.0
C 6.08733 3.18352 -0.16626 0.1 0.0 0.0
C 5.56192 2.10140 0.52530 0.1 0.0 0.0
C 4.20479 2.03747 0.79708 -0.1 -0.1 0.0
C 1.44122 2.41778 2.40577 0.0 -0.4 0.0
C 0.22986 1.93923 2.89773 0.0 0.1 -0.2
C 0.06181 1.67708 4.25190 -0.1 0.0 0.0
C 1.09093 1.92841 5.14100 0.0 0.0 0.0
C 2.29427 2.42913 4.66547 0.1 0.0 0.1
C 2.47014 2.66402 3.31414 0.0 -0.1 0.1
H -1.34872 6.69967 -0.01257 -0.1 -0.1 -0.2
H -2.56311 7.31380 -2.04405 0.1 0.0 0.0
H -3.51635 5.55695 -3.49505 0.0 0.0 0.0
H -3.27003 3.20917 -2.89260 0.0 0.0 0.0
H -4.80937 2.31765 -1.99447 0.0 0.0 0.0
H -7.10674 2.05367 -1.20619 0.0 0.1 0.0
H -7.56889 1.08853 1.02199 0.0 0.0 0.0
H -5.68765 0.26696 2.40695 0.0 0.0 0.0
H -3.37957 0.45577 1.58290 0.0 0.0 0.0
H -0.36122 2.54416 -2.67295 0.1 0.0 0.0
H 0.04914 1.81761 -4.99385 0.0 0.0 0.0
H -1.36037 0.04008 -5.99660 0.1 0.0 0.0
H -3.08854 -1.06257 -4.62894 0.0 0.0 0.0
H -3.47092 -0.36262 -2.29363 0.0 0.0 0.0
H -1.40953 6.60869 2.06927 0.0 -0.1 0.0
H 0.34902 8.04833 3.03866 0.0 0.0 0.0
H 2.71460 7.33150 2.93594 0.0 0.0 0.0
H 3.31427 5.21938 1.85195 0.0 0.0 0.0
H 3.21993 4.88850 -0.72763 0.0 0.0 0.0
H 5.63876 5.01469 -1.19539 0.0 0.0 0.0
H 7.15252 3.24648 -0.35739 0.0 0.0 0.0
H 6.21173 1.29823 0.84898 0.0 0.0 0.0
H 3.80485 1.18838 1.33750 0.0 0.0 0.0
H -0.61034 1.84582 2.22389 0.0 -0.3 -0.1
H -0.88204 1.28431 4.61078 0.0 0.0 -0.1
H 0.95518 1.74389 6.19968 0.0 0.0 0.0
H 3.09918 2.64869 5.35621 0.0 0.0 0.0
H 3.41749 3.05680 2.97508 0.0 0.0 0.0
F -1.75830 -5.24633 5.00617 0.1 0.0 0.0
C -2.15386 -4.68267 3.80802 -0.2 0.1 0.1
C -1.88850 -5.34501 2.61842 0.0 0.0 0.2
C -2.32776 -4.80435 1.43191 0.0 0.1 0.1
C -3.06242 -3.57956 1.37467 -0.3 -0.1 0.1
C -3.51131 -3.04240 0.16455 0.0 0.2 -0.3
C -3.27154 -2.92952 2.62976 0.1 0.0 -0.3
C -2.83443 -3.48281 3.81922 0.2 -0.2 0.2
H -1.32422 -6.26974 2.64557 0.0 0.0 -0.1
H -2.09362 -5.29946 0.49670 0.0 0.0 0.0
H -4.18741 -2.19499 0.15969 0.0 0.1 0.0
H -3.48499 -3.64252 -0.73531 0.0 0.0 0.0
H -3.81365 -1.98924 2.63977 0.0 0.0 0.0
H -3.00809 -2.98152 4.76444 0.0 0.0 0.0
```
Positions in Å, forces in eV/Å.

Properties
Gap between HOMO and LUMO: 0.1370 Eh
Spin multiplicity: 1
Energy: -4288.4958 Ha
LUMO level: 0.136 Eh
Largest force on an atom: 1.29 eV/A
Net charge: -2

Results of the Löwdin charge analysis, in e, for atoms 1 through 99:
1 Tl 0.6856
2 C -0.0276
3 C -0.3520
4 N 0.0309
5 N -0.0909
6 C -1.1747
7 S 0.3853
8 S 0.8144
9 C -0.4381
10 C -0.3003
11 C -0.0677
12 C -0.1097
13 C -0.1191
14 C -0.0870
15 C -0.0391
16 C -0.1293
17 C -0.0708
18 C -0.1520
19 C -0.1419
20 C -0.0524
21 C -0.3956
22 O -0.2928
23 H 0.0542
24 H 0.0801
25 H 0.0519
26 H 0.0625
27 H 0.0658
28 H 0.1050
29 H 0.0892
30 H 0.0875
31 H 0.0972
32 H 0.0974
33 H 0.1036
34 H 0.0718
35 H 0.0827
36 H 0.0914
37 O -0.0447
38 C -0.2372
39 C -0.0258
40 C -0.0956
41 C -0.0990
42 C -0.1126
43 C -0.2421
44 P 1.0842
45 C -0.3507
46 C -0.0921
47 C -0.0967
48 C -0.1008
49 C -0.0862
50 C -0.1155
51 C -0.3963
52 C -0.1142
53 C -0.0808
54 C -0.0911
55 C -0.1031
56 C -0.0961
57 C -0.2645
58 C -0.0393
59 C -0.0903
60 C -0.0904
61 C -0.0878
62 C -0.2644
63 P 1.1935
64 C -0.4026
65 C -0.1285
66 C -0.1009
67 C -0.1059
68 C -0.0797
69 C -0.0887
70 C -0.3304
71 C -0.0835
72 C -0.0704
73 C -0.0964
74 C -0.0880
75 C -0.1074
76 H 0.0897
77 H 0.0967
78 H 0.0966
79 H 0.0951
80 H 0.0866
81 H 0.0935
82 H 0.0929
83 H 0.1013
84 H 0.0640
85 H 0.1080
86 H 0.1010
87 H 0.0939
88 H 0.1014
89 H 0.1087
90 H 0.1204
91 H 0.0968
92 H 0.0971
93 H 0.1001
94 H 0.1052
95 H 0.0945
96 H 0.0922
97 H 0.1031
98 H 0.1200
99 H 0.0761